Record 1
14
Properties=species:S:1:pos:R:3 method="wB97M-V/def2-TZVPD" total_charge=0 e_above_lowest_kcal_mol=24.59 gap_ev=10.44 spin_multiplicity=1 smiles="C[C@@H](O)CC=O" lumo_ev=0.78
C -1.67 -0.25 -0.43
C -0.27 0.34 -0.34
O -0.26 1.48 0.51
C 0.72 -0.66 0.25
C 2.11 -0.09 0.46
O 3.12 -0.69 0.17
H -2.38 0.52 -0.74
H -1.72 -1.07 -1.15
H -1.97 -0.62 0.56
H 0.08 0.63 -1.35
H -1.03 2.01 0.28
H 0.79 -1.56 -0.37
H 0.34 -0.95 1.24
H 2.14 0.91 0.91

=====

Record 2
71
Properties=species:S:1:pos:R:3 method="wB97M-V/def2-TZVPD" total_charge=0 e_above_lowest_kcal_mol=160.05 gap_ev=5.63 spin_multiplicity=1 lumo_ev=-0.01
C 4.79 0.58 3.33
C 3.39 0.93 2.93
O 2.53 -0.20 3.30
C 1.31 -0.06 2.76
C 0.35 -1.25 2.90
C -1.04 -0.75 3.21
C -1.51 0.52 2.85
C -2.83 0.93 3.09
C -3.73 0.06 3.72
C -3.28 -1.20 4.12
C -1.95 -1.58 3.92
O 1.07 0.95 2.12
H 5.44 1.45 3.20
H 4.86 0.25 4.38
H 5.19 -0.21 2.68
H 3.01 1.81 3.47
H 3.31 1.10 1.85
H 0.66 -1.90 3.73
H -0.84 1.23 2.39
H -3.14 1.93 2.78
H -4.75 0.38 3.91
H -3.96 -1.90 4.61
H -1.58 -2.54 4.29
C -2.86 -7.11 -1.73
N -3.22 -5.86 -1.09
C -4.65 -5.62 -1.03
C -4.99 -4.20 -0.63
C -4.16 -3.73 0.55
C -2.70 -3.99 0.35
C -2.29 -5.04 -0.53
C -0.90 -5.22 -0.74
C 0.01 -4.52 0.02
C -0.38 -3.59 1.04
C 0.57 -2.95 1.91
C 1.71 -3.71 2.36
C 2.80 -3.16 3.08
C 4.02 -3.80 3.24
C 4.21 -5.12 2.74
N 5.44 -5.70 2.76
C 5.64 -7.08 2.37
C 6.60 -5.07 3.37
C 6.50 -3.56 3.38
C 5.15 -3.11 3.92
C 3.06 -5.79 2.24
C 1.85 -5.13 2.13
C -1.76 -3.27 1.06
H -1.88 -7.46 -1.40
H -3.60 -7.88 -1.46
H -2.85 -7.01 -2.82
H -5.06 -5.85 -2.02
H -5.10 -6.34 -0.32
H -4.82 -3.53 -1.49
H -6.06 -4.16 -0.38
H -4.32 -2.66 0.73
H -4.50 -4.25 1.47
H -0.57 -5.93 -1.50
H 1.06 -4.70 -0.17
H 0.61 -1.77 1.65
H 2.71 -2.16 3.50
H 5.20 -7.30 1.39
H 6.72 -7.26 2.32
H 5.22 -7.78 3.11
H 6.70 -5.44 4.41
H 7.49 -5.40 2.82
H 7.31 -3.15 3.99
H 6.63 -3.18 2.35
H 5.04 -2.03 3.81
H 5.11 -3.33 5.01
H 3.15 -6.84 1.92
H 1.01 -5.71 1.77
H -2.10 -2.45 1.68

=====

Record 3
32
Properties=species:S:1:pos:R:3 method="wB97M-V/def2-TZVPD" total_charge=0 e_above_lowest_kcal_mol=48.59 gap_ev=8.71 spin_multiplicity=1 smiles=Cc1cccc(OCCc2nnc(N)s2)c1C lumo_ev=0.39
C 0.51 2.31 -2.15
C 0.74 1.61 -0.84
C 0.43 2.24 0.35
C 0.65 1.62 1.57
C 1.15 0.33 1.59
C 1.43 -0.33 0.41
O 1.89 -1.64 0.47
C 0.93 -2.62 0.15
C -0.18 -2.77 1.20
C -1.11 -1.62 1.23
N -1.49 -1.01 2.29
N -2.32 0.01 2.09
C -2.60 0.21 0.85
N -3.35 1.24 0.39
S -1.83 -0.94 -0.24
C 1.27 0.32 -0.82
C 1.66 -0.37 -2.10
H -0.10 1.70 -2.81
H 1.46 2.51 -2.65
H 0.01 3.26 -1.99
H 0.01 3.24 0.33
H 0.42 2.13 2.49
H 1.31 -0.18 2.53
H 1.50 -3.55 0.09
H 0.47 -2.42 -0.83
H -0.75 -3.68 0.96
H 0.25 -2.88 2.20
H -3.75 1.16 -0.53
H -3.88 1.74 1.08
H 2.27 -1.25 -1.89
H 2.24 0.31 -2.73
H 0.78 -0.67 -2.67

=====

Record 4
6
Properties=species:S:1:pos:R:3 method="wB97M-V/def2-TZVPD" total_charge=+1 e_above_lowest_kcal_mol=88.87 gap_ev="5.63 / 6.88" spin_multiplicity=4 lumo_ev="-6.72 / -8.29"
H 0.00 -0.64 1.39
C 0.07 -0.39 0.26
C 0.63 0.94 0.43
O -0.62 -0.75 -0.68
F 1.85 1.06 0.05
Pd -1.93 -0.22 -1.45

=====

Record 5
15
Properties=species:S:1:pos:R:3 method="wB97M-V/def2-TZVPD" total_charge=0 e_above_lowest_kcal_mol=46.83 gap_ev=9.74 spin_multiplicity=1 smiles="C=C/C(C)=N/C" lumo_ev=0.83
C 1.76 1.61 1.20
C 1.57 0.81 0.21
C 0.32 0.10 0.01
C 0.39 -1.09 -0.98
N -0.78 0.52 0.56
C -2.05 0.08 0.15
H 2.60 2.26 1.31
H 1.01 1.60 1.97
H 2.32 0.75 -0.66
H 1.42 -1.17 -1.18
H -0.16 -2.05 -0.46
H -0.20 -0.78 -1.90
H -2.16 -1.03 0.29
H -2.35 0.23 -0.88
H -2.74 0.64 0.74

=====

Record 6
55
Properties=species:S:1:pos:R:3 method="wB97M-V/def2-TZVPD" total_charge=0 e_above_lowest_kcal_mol=158.75 gap_ev=4.65 spin_multiplicity=1 lumo_ev=-2.49
C -1.73 -3.63 1.77
N -0.76 -2.65 1.33
C 0.58 -2.90 1.35
O 1.11 -3.93 1.77
C 1.28 -1.66 0.79
C 2.06 -1.95 -0.49
C 3.17 -2.95 -0.29
C 3.17 -4.15 -1.02
C 4.13 -5.13 -0.74
C 5.12 -4.88 0.22
C 5.15 -3.66 0.90
C 4.18 -2.69 0.63
N 0.16 -0.74 0.58
C 0.36 0.50 0.12
C -0.66 1.43 -0.07
C -0.43 2.76 -0.37
C -1.47 3.68 -0.71
C -1.18 4.97 -1.23
C -2.17 5.92 -1.42
C -3.52 5.59 -1.14
N -4.56 6.53 -1.34
O -5.73 6.16 -1.08
O -4.28 7.68 -1.75
C -3.85 4.30 -0.68
C -2.86 3.35 -0.51
C -1.16 -1.32 0.90
C -2.06 -1.43 -0.34
C -1.87 -0.59 2.05
H -1.21 -4.57 2.00
H -2.26 -3.29 2.67
H -2.47 -3.81 0.98
H 1.97 -1.26 1.56
H 1.35 -2.32 -1.26
H 2.47 -0.99 -0.86
H 2.39 -4.31 -1.76
H 4.10 -6.08 -1.28
H 5.87 -5.65 0.44
H 5.93 -3.45 1.64
H 4.19 -1.73 1.15
H 1.40 0.78 -0.09
H -1.69 1.09 0.04
H 0.59 3.14 -0.22
H -0.15 5.20 -1.50
H -1.94 6.92 -1.78
H -4.89 4.08 -0.46
H -3.15 2.36 -0.19
H -1.59 -2.09 -1.08
H -3.03 -1.84 -0.05
H -2.23 -0.46 -0.81
H -1.29 -0.71 2.97
H -1.98 0.48 1.85
H -2.87 -1.02 2.19
N 1.45 3.65 -1.67
C 2.64 3.64 -1.78
S 4.23 3.62 -1.95

=====

Record 7
24
Properties=species:S:1:pos:R:3 method="wB97M-V/def2-TZVPD" total_charge=0 e_above_lowest_kcal_mol=38.93 gap_ev=9.37 spin_multiplicity=1 smiles=Cc1ccc(O)cc1.CC lumo_ev=0.85
C 0.93 1.31 2.51
C 0.18 1.60 1.24
C -0.92 2.47 1.50
C -1.86 2.58 0.47
C -1.75 1.81 -0.68
O -2.93 1.96 -1.43
C -0.74 0.89 -0.95
C 0.19 0.78 0.09
H 1.46 2.25 2.84
H 1.82 0.74 2.58
H 0.44 1.00 3.41
H -1.03 3.03 2.42
H -2.69 3.30 0.42
H -2.70 2.02 -2.37
H -0.87 0.14 -1.71
H 1.08 0.14 -0.07
C 1.00 -2.84 -1.87
C 1.30 -3.74 -0.68
H 1.82 -2.15 -2.09
H 1.01 -3.53 -2.72
H 0.21 -2.11 -1.96
H 2.31 -4.10 -0.75
H 0.56 -4.48 -0.37
H 1.19 -3.08 0.18

=====

Record 8
14
Properties=species:S:1:pos:R:3 method="wB97M-V/def2-TZVPD" total_charge=+1 e_above_lowest_kcal_mol=47.99 gap_ev="10.16 / 5.54" spin_multiplicity=2 lumo_ev="-5.39 / -10.01"
O 1.45 -1.36 -0.57
C 0.40 -0.92 -0.35
N -0.32 -1.19 0.97
C -0.45 -0.24 1.94
O -1.52 0.14 2.30
C -0.58 -0.38 -1.34
H -1.20 -1.74 0.88
H 0.46 0.29 2.25
H -1.51 -0.95 -1.34
H -0.16 -0.38 -2.33
H -0.96 0.62 -1.08
H 1.17 1.32 -0.59
H 1.72 2.75 -0.67
O 1.50 2.04 -0.07

=====

Record 9
21
Properties=species:S:1:pos:R:3 method="wB97M-V/def2-TZVPD" total_charge=0 e_above_lowest_kcal_mol=23.91 gap_ev=10.32 spin_multiplicity=1 smiles=C[C@H](N)CN.O.O lumo_ev=0.50
C -0.42 0.81 1.23
C 0.40 -0.43 0.86
N 1.67 -0.14 0.20
C -0.53 -1.25 -0.03
N -0.10 -2.62 -0.52
H -1.14 1.23 0.51
H -1.03 0.66 2.11
H 0.28 1.65 1.36
H 0.54 -1.00 1.78
H 1.35 0.32 -0.66
H 2.27 0.51 0.71
H -0.73 -0.72 -0.96
H -1.48 -1.45 0.46
H 0.35 -3.10 0.26
H 0.61 -2.36 -1.19
O 2.10 6.66 -0.92
H 2.20 6.74 0.02
H 2.56 5.87 -1.25
O -3.15 -3.78 -0.58
H -2.74 -3.12 0.00
H -2.51 -3.90 -1.30

=====

Record 10
19
Properties=species:S:1:pos:R:3 method="wB97M-V/def2-TZVPD" total_charge=-1 e_above_lowest_kcal_mol=22.58 gap_ev="2.94 / 7.78" spin_multiplicity=2 lumo_ev="3.86 / 3.61"
C 1.84 0.75 1.16
C 0.45 0.78 0.69
C -0.62 0.17 1.20
N -1.91 0.67 1.00
N 0.16 1.72 -0.39
H 2.52 0.69 0.31
H 2.17 1.57 1.83
H 2.10 0.00 1.88
H -0.61 -0.49 2.08
H -2.25 1.06 0.14
H -2.72 0.15 1.36
H 0.96 2.40 -0.56
H -0.64 2.29 -0.15
H 0.97 -3.14 -0.46
H 0.76 -2.50 -1.89
O 1.42 -2.65 -1.15
H -1.16 -0.51 -2.04
H -1.66 -1.96 -2.44
O -1.79 -1.01 -2.58

=====

Record 11
16
Properties=species:S:1:pos:R:3 method="wB97M-V/def2-TZVPD" total_charge=-1 e_above_lowest_kcal_mol=7.53 gap_ev=7.02 spin_multiplicity=1 smiles="O=C([O-])NCCCS" lumo_ev=2.84
O 3.15 1.10 0.09
C 2.29 1.37 0.96
O 2.35 2.09 1.97
N 0.99 0.71 0.79
C 0.73 0.05 -0.45
C -0.76 -0.05 -0.71
C -1.58 -0.79 0.35
S -2.55 -2.22 -0.26
H 0.28 1.39 0.99
H 1.21 -0.94 -0.54
H 1.22 0.49 -1.32
H -1.03 -0.40 -1.71
H -1.13 0.98 -0.76
H -2.36 -0.15 0.76
H -0.98 -1.12 1.20
H -1.84 -2.51 -1.35

=====

Record 12
10
Properties=species:S:1:pos:R:3 method="wB97M-V/def2-TZVPD" total_charge=0 e_above_lowest_kcal_mol=93.05 gap_ev=8.41 spin_multiplicity=1 lumo_ev=-0.54
O -1.02 2.12 -0.25
C -0.54 1.02 -0.01
C -1.00 -0.36 -0.36
O -0.09 -1.26 -0.35
C 1.18 -0.50 0.02
O 0.94 0.78 -0.27
H -2.03 -0.72 -0.42
H -0.68 0.59 1.13
H 1.99 -0.94 -0.57
H 1.25 -0.73 1.09

=====

Record 13
102
Properties=species:S:1:pos:R:3 method="wB97M-V/def2-TZVPD" total_charge=-1 e_above_lowest_kcal_mol=20.52 gap_ev=6.72 spin_multiplicity=1 lumo_ev=1.52
Zr -0.97 0.20 -0.16
O -3.19 -0.45 3.37
C -2.15 -0.41 2.76
O -1.93 0.33 1.70
C -0.95 -1.22 3.18
C 0.34 -0.41 2.91
C 1.50 -1.01 3.70
C 1.74 -2.33 2.92
C 0.71 -2.23 1.80
O 0.65 -0.79 1.54
C -0.71 -2.49 2.31
C -1.57 -2.69 1.06
O -2.12 -3.76 0.89
O -1.55 -1.72 0.17
H -1.06 -1.48 4.23
H 0.23 0.66 2.99
H 1.22 -1.17 4.74
H 2.37 -0.36 3.67
H 1.57 -3.22 3.52
H 2.74 -2.38 2.49
H 0.98 -2.79 0.92
H -0.78 -3.41 2.88
C 4.48 -2.16 -2.72
C 5.10 -1.54 -1.49
C 6.47 -1.35 -1.43
C 7.08 -0.78 -0.32
C 6.29 -0.42 0.75
C 4.91 -0.60 0.73
C 4.09 -0.25 1.95
C 4.29 -1.16 -0.40
N 2.89 -1.22 -0.51
C 2.32 -2.39 -0.71
O 2.76 -3.54 -0.50
C 0.95 -2.31 -1.40
C 0.52 -3.44 -2.08
C -0.51 -3.34 -3.00
C -1.03 -2.10 -3.29
C -0.61 -1.03 -2.53
N 0.32 -1.14 -1.56
C -0.83 0.42 -3.00
O -1.14 0.60 -4.17
N -0.46 1.30 -2.07
C 0.18 2.51 -2.54
C 1.55 2.42 -2.84
C 2.28 1.11 -2.80
C 2.26 3.54 -3.26
C 1.62 4.76 -3.41
C 0.26 4.84 -3.18
C -0.48 3.73 -2.77
C -1.97 3.90 -2.68
H 5.19 -2.15 -3.55
H 4.18 -3.19 -2.52
H 3.58 -1.61 -3.01
H 7.08 -1.64 -2.28
H 8.15 -0.63 -0.29
H 6.74 0.02 1.64
H 3.03 -0.29 1.72
H 4.35 0.74 2.33
H 4.29 -0.97 2.76
H 1.04 -4.37 -1.88
H -0.86 -4.22 -3.54
H -1.73 -1.92 -4.10
H 2.04 0.50 -1.94
H 2.03 0.52 -3.69
H 3.36 1.27 -2.81
H 3.31 3.45 -3.48
H 2.17 5.64 -3.74
H -0.26 5.78 -3.34
H -2.46 3.39 -3.51
H -2.37 3.47 -1.78
H -2.23 4.96 -2.72
O -4.75 2.27 0.63
S -3.89 1.74 -0.40
O -4.17 2.14 -1.76
N -2.30 1.99 -0.11
C -1.80 2.90 0.82
C -2.52 3.88 1.49
C -1.88 4.81 2.33
C -0.52 4.83 2.49
C 0.25 3.85 1.83
C 1.66 3.80 1.90
C 2.36 2.82 1.26
C 1.66 1.81 0.59
N 0.34 1.83 0.51
C -0.38 2.86 1.05
C -4.08 -0.01 -0.44
C -3.85 -0.66 -1.65
C -4.22 -2.00 -1.77
C -4.78 -2.66 -0.70
C -5.01 -1.99 0.50
C -4.68 -0.66 0.64
H -3.59 3.91 1.37
H -2.49 5.54 2.84
H -0.03 5.57 3.11
H 2.18 4.57 2.47
H 3.44 2.78 1.28
H 2.16 0.96 0.14
H -3.51 -0.09 -2.50
H -4.06 -2.51 -2.71
H -5.03 -3.71 -0.79
H -5.46 -2.52 1.34
H -4.90 -0.11 1.54

=====

Record 14
86
Properties=species:S:1:pos:R:3 method="wB97M-V/def2-TZVPD" total_charge=0 e_above_lowest_kcal_mol=0.00 gap_ev="7.40 / 6.10" spin_multiplicity=5 lumo_ev="-0.72 / -2.24"
Ru -0.30 0.81 0.83
Br -3.68 4.11 2.70
C -1.82 3.98 2.99
C -1.18 4.96 3.78
C 0.15 4.89 4.05
Br 0.96 6.21 5.13
C 0.92 3.83 3.52
C 2.30 3.60 3.75
C 2.93 2.51 3.21
C 2.20 1.64 2.38
N 0.93 1.85 2.13
C 0.26 2.90 2.71
C -1.13 2.93 2.45
O -1.68 1.94 1.74
H -1.76 5.78 4.18
H 2.85 4.29 4.38
H 3.97 2.32 3.39
H 2.64 0.78 1.90
C -3.55 -4.99 1.48
Si -4.01 -3.44 2.37
C -5.85 -3.31 2.53
C -3.28 -3.44 4.07
C -3.48 -2.00 1.24
C -4.36 -1.67 0.20
C -4.07 -0.66 -0.70
C -2.87 0.01 -0.58
N -1.99 -0.32 0.36
C -2.29 -1.27 1.29
S -1.07 -1.41 2.53
H -3.85 -5.87 2.06
H -2.46 -5.04 1.33
H -4.03 -5.04 0.50
H -6.21 -4.04 3.26
H -6.37 -3.50 1.59
H -6.15 -2.31 2.89
H -3.83 -4.17 4.67
H -3.36 -2.46 4.56
H -2.22 -3.72 4.06
H -5.29 -2.20 0.09
H -4.76 -0.38 -1.48
H -2.57 0.82 -1.24
Br 4.14 -6.10 -0.60
C 3.73 -4.27 -0.83
C 4.53 -3.49 -1.66
C 4.22 -2.15 -1.82
C 3.15 -1.58 -1.15
C 2.36 -2.38 -0.33
C 2.64 -3.73 -0.17
C 1.17 -1.79 0.37
O 0.24 -2.53 0.71
O 1.23 -0.52 0.55
H 5.37 -3.94 -2.17
H 4.83 -1.54 -2.47
H 2.89 -0.53 -1.26
H 2.01 -4.34 0.46
C 0.95 -0.23 -4.25
C -0.31 -0.42 -3.42
C -1.55 0.05 -4.16
C -0.45 -1.87 -2.98
O -0.22 0.33 -2.18
P 0.19 1.87 -2.05
O 0.03 2.64 -3.29
O -0.58 2.31 -0.78
O 1.73 1.68 -1.62
C 2.72 2.76 -1.69
C 3.94 2.18 -1.00
C 2.22 3.99 -0.96
C 3.03 3.06 -3.15
H 0.92 -0.93 -5.09
H 1.83 -0.44 -3.65
H 1.02 0.79 -4.64
H -1.58 -0.42 -5.15
H -1.52 1.13 -4.30
H -2.45 -0.23 -3.62
H -0.84 -2.47 -3.81
H -1.14 -1.95 -2.14
H 0.51 -2.29 -2.67
H 3.66 1.71 -0.06
H 4.66 2.98 -0.79
H 4.44 1.43 -1.62
H 2.01 3.76 0.09
H 1.30 4.37 -1.41
H 2.97 4.78 -1.00
H 3.35 2.15 -3.66
H 3.85 3.79 -3.20
H 2.16 3.46 -3.66